Formula: C52H56N5O2
Source: the Open Molecules 2025 dataset
Level of theory: ωB97M-V/def2-TZVPD

Last column: Löwdin charge in e.
CARTESIAN COORDINATES (ANGSTROEM)
H1 4.428911 -2.311552 2.668605  0.117
C1 3.704647 -2.395053 3.481439  -0.024
C2 0.511442 4.306694 -0.411425  0.005
H2 -0.039676 5.633243 -2.035115  0.098
H3 4.062160 -5.888773 1.226178  0.073
C3 4.171196 -6.806052 -1.846696  0.004
C4 -4.833619 4.382689 -1.783304  -0.006
C5 -2.682883 -1.726951 2.846978  -0.261
C6 -2.203600 0.480980 -0.776465  -0.093
C7 0.815512 -0.428053 2.265168  -0.036
C8 -1.014563 -1.634463 -1.111104  -0.193
H4 4.533510 -8.244027 -4.181884  0.084
H5 -3.922372 4.401564 0.821261  0.064
C9 3.524751 -6.560388 0.548199  -0.046
C10 -1.386798 -3.556909 1.887834  -0.187
H6 5.823068 4.471447 -0.973039  0.111
H7 -4.909577 4.804830 -2.794043  0.102
C11 0.037876 -3.934196 -1.091675  -0.392
H8 1.575084 -0.691542 1.523913  0.078
H9 4.015932 -7.539562 0.568195  0.080
H10 -2.014060 -5.550015 2.222657  0.091
H11 -0.269061 7.802798 -2.445086  0.115
C12 4.200454 -6.373812 -3.175989  -0.254
H12 -2.765805 -2.849723 -2.697398  0.075
H13 0.570573 -3.680039 4.043576  0.121
H14 4.953405 -1.462073 4.963849  0.108
H15 -3.899627 3.824455 -1.679909  0.079
H16 -5.194457 8.246268 -1.218164  0.132
C13 2.996400 -4.352509 -2.538686  -0.183
C14 -4.956989 5.486517 -0.747163  -0.547
H17 0.002384 7.466976 -0.696836  0.106
H18 0.458152 0.583415 2.023768  0.077
C15 -0.341883 5.066702 -1.151968  -0.034
C16 2.796560 3.758192 0.416074  -0.019
C17 -6.323804 6.122538 -0.877473  -0.055
C18 1.509313 -3.159954 4.247057  -0.017
C19 3.986117 -1.928573 4.763651  -0.072
C20 1.795828 -2.686090 5.526526  -0.064
H19 2.506641 -6.701632 0.935885  0.089
H20 -3.183581 -1.420459 -1.069073  0.110
H21 1.347604 -3.018260 -2.966618  0.086
H22 -6.493530 6.544344 -1.873040  0.098
H23 -5.697751 4.276250 0.841878  0.106
C21 2.961457 -4.826350 -1.215628  -0.111
H24 -3.454387 -3.703943 2.455860  0.125
C22 -2.548069 6.341572 -1.060402  -0.054
H25 3.631917 -4.797767 -4.540242  0.120
H26 5.968466 -7.219942 -4.088900  0.087
H27 -3.141053 1.037984 -0.687053  0.096
C23 -1.060586 -3.022755 -1.424003  -0.208
C24 2.437158 -2.953797 3.198766  -0.159
C25 -0.287423 -2.697320 1.798155  -0.150
C26 1.945460 4.250939 -0.609755  -0.211
H28 -1.878210 -4.396755 -2.841681  0.085
N1 -3.903727 6.513593 -0.985587  0.096
C27 0.219840 0.451342 -0.760411  -0.104
H29 3.257145 -1.709408 6.786560  0.106
H30 -1.799811 -5.188728 0.517536  0.089
H31 -7.074947 5.339170 -0.722177  0.106
C28 4.879319 -7.205602 -4.224035  -0.052
N2 -2.024362 7.575545 -1.287531  -0.032
H32 1.301124 -0.369718 3.252029  0.090
C29 -2.229707 -0.885425 -0.997096  -0.032
C30 -3.962356 -1.193934 3.420818  -0.049
H33 1.148094 -1.472032 -1.068267  0.088
N3 2.327697 -4.070772 -0.188118  0.059
H34 2.775211 -2.802960 -3.966092  0.086
H35 4.346562 5.209482 -2.846473  0.111
H36 -4.287109 -0.294331 2.881481  0.082
C31 -4.197856 7.841160 -1.215069  0.016
C32 -4.850304 4.953362 0.668585  -0.020
H37 4.822041 3.504076 1.095851  0.112
H38 1.880817 5.015204 -2.641927  0.111
H39 -3.833053 -0.914304 4.475483  0.087
H40 -5.674798 3.690988 -1.634496  0.107
H41 4.670208 -6.813504 -5.222688  0.075
H42 -0.592812 9.052362 -1.238603  0.108
H43 -4.905133 5.781409 1.385477  0.101
C33 -3.038751 8.491690 -1.425169  0.012
C34 3.914860 4.809940 -1.929007  -0.064
O1 0.109624 -5.045207 -1.672737  -0.013
C35 3.553298 -6.046883 -0.850158  -0.185
C36 -2.585847 -3.043223 2.396847  0.010
H44 2.799166 -2.217562 -2.296812  0.084
C37 4.742141 4.386833 -0.880514  -0.057
C38 -1.561645 -0.903397 2.774002  0.003
C39 -0.638292 7.973553 -1.424214  0.008
H45 -0.376757 -5.462779 1.559715  0.087
H46 4.636707 -7.755528 -1.567626  0.123
C40 -1.736657 5.161378 -0.731860  -0.258
C41 -0.982828 1.155073 -0.674398  -0.112
H47 -0.984126 2.230322 -0.520457  0.047
N4 3.024376 -3.839905 0.988060  0.213
H48 -4.758204 -1.942965 3.359505  0.078
C42 -1.370863 -5.005735 1.513353  -0.016
H49 2.342186 3.334311 1.315577  0.118
C43 -0.343447 -1.378306 2.273750  -0.184
H50 0.117981 3.766076 0.456636  0.130
C44 2.161086 -3.303108 1.811029  -0.187
C45 1.072944 -3.604113 -0.101231  -0.073
H51 1.057650 -2.798933 6.325801  0.112
C46 3.608948 -5.152137 -3.505829  0.006
H52 1.178787 0.968594 -0.660794  0.100
C47 4.178333 3.846111 0.285220  -0.065
H53 -1.624755 0.136012 3.107800  0.128
H54 -6.489320 6.884983 -0.108920  0.097
H55 -2.907732 -4.091377 -1.424491  0.084
H56 -2.862688 9.528481 -1.632958  0.141
C48 3.029331 -2.068252 5.781111  -0.074
C49 2.445396 -3.027478 -2.944518  -0.026
C50 2.527895 4.724445 -1.809835  -0.021
N5 0.911809 -3.170319 1.195370  0.144
O2 -2.202932 4.224961 -0.022842  0.029
C51 0.203985 -0.926102 -0.969203  -0.048
C52 -2.212355 -3.617537 -2.141106  -0.059

Cartesian forces (eV/Å) of the 2 atoms listed first:
-0.21 0.07 0.28
-0.68 0.03 -0.01

Values from the calculation:
HOMO energy, Eh: -0.2708
Charge: +1
Frontier orbital gap, Ha: 0.1139
Total energy, hartree: -2439.11395
F_max, eV/Å: 4.53